{
  "formula": "C3H4OS",
  "method": "the ωB97M-V functional and the def2-TZVPD basis",
  "homo_energy_ev": -9.3,
  "spin_multiplicity": 1,
  "lumo_ev": 0.8,
  "relative_energy_kcal_mol": 55.5,
  "e_tot_ha": -590.036256,
  "species": ["C", "C", "C", "O", "S", "H", "H", "H", "H"],
  "coordinates": [[-1.36, 1.81, 0.44], [-0.63, 0.73, 0.51], [0.63, 0.04, 0.13], [-2.45, 0.34, 2.66], [-2.36, 0.46, 1.19], [-1.47, 2.90, 0.18], [0.42, -0.90, -0.31], [1.24, -0.10, 1.08], [1.19, 0.73, -0.52]]
}



{
  "formula": "C7H14",
  "method": "the ωB97M-V functional and the def2-TZVPD basis",
  "homo_energy_ev": -9.1,
  "spin_multiplicity": 1,
  "lumo_ev": 1.1,
  "relative_energy_kcal_mol": 35.9,
  "smiles": "C=C(C)C.C=CC",
  "e_tot_ha": -275.059055,
  "species": ["C", "C", "C", "C", "H", "H", "H", "H", "H", "H", "H", "H", "C", "C", "C", "H", "H", "H", "H", "H", "H"],
  "coordinates": [[1.46, 1.28, -0.27], [0.44, 0.81, -0.99], [0.62, -0.27, -2.02], [-0.94, 1.40, -0.86], [2.47, 0.87, -0.37], [1.34, 2.09, 0.44], [1.56, -0.81, -1.87], [-0.20, -1.00, -1.97], [0.62, 0.15, -3.03], [-1.10, 2.18, -1.62], [-1.72, 0.64, -1.00], [-1.10, 1.85, 0.13], [-1.53, -1.45, 0.86], [-0.23, -1.37, 1.09], [0.39, -0.52, 2.16], [-2.24, -0.84, 1.42], [-1.95, -2.13, 0.12], [0.46, -1.97, 0.49], [1.26, 0.02, 1.77], [0.72, -1.15, 2.99], [-0.32, 0.21, 2.54]]
}



{
  "formula": "C12H12BN8SbSe4Sn",
  "method": "the ωB97M-V functional and the def2-TZVPD basis",
  "homo_energy_ev": [-11.0, -11.0],
  "spin_multiplicity": 2,
  "total_charge": 1,
  "lumo_ev": [-3.6, -5.0],
  "relative_energy_kcal_mol": 37.6,
  "e_tot_ha": -10987.533797,
  "species": ["Sn", "C", "C", "N", "N", "C", "B", "N", "C", "C", "C", "N", "N", "C", "C", "C", "N", "N", "C", "C", "C", "N", "H", "H", "H", "H", "H", "H", "H", "H", "H", "H", "H", "H", "Se", "Sb", "Se", "Se", "Se"],
  "coordinates": [[0.23, 1.58, -1.61], [0.20, 1.99, 2.69], [0.26, 2.51, 1.41], [0.22, 1.51, 0.52], [0.12, 0.34, 1.20], [0.11, 0.62, 2.51], [0.04, -0.98, 0.35], [-1.22, -0.84, -0.57], [-2.34, -1.57, -0.62], [-3.18, -1.04, -1.58], [-2.50, 0.05, -2.10], [-1.32, 0.16, -1.49], [1.31, -1.01, -0.57], [2.31, -1.90, -0.61], [3.22, -1.51, -1.57], [2.72, -0.34, -2.10], [1.56, -0.04, -1.48], [-0.03, -2.28, 1.11], [0.05, -2.67, 2.41], [-0.05, -4.03, 2.45], [-0.17, -4.41, 1.10], [-0.16, -3.37, 0.30], [0.21, 2.53, 3.62], [0.33, 3.54, 1.07], [0.03, -0.14, 3.26], [-2.45, -2.42, 0.02], [-4.16, -1.40, -1.86], [-2.79, 0.75, -2.87], [2.29, -2.77, 0.03], [4.13, -2.02, -1.85], [3.11, 0.31, -2.86], [0.18, -1.98, 3.23], [-0.02, -4.65, 3.33], [-0.27, -5.40, 0.69], [-2.58, 5.89, -0.21], [-0.58, 6.76, -1.01], [-0.84, 7.93, -3.18], [1.63, 6.80, -0.28], [0.41, 3.50, -2.90]]
}



{
  "formula": "C5H14S",
  "method": "the ωB97M-V functional and the def2-TZVPD basis",
  "homo_energy_ev": -8.5,
  "spin_multiplicity": 1,
  "lumo_ev": 1.0,
  "relative_energy_kcal_mol": 6.0,
  "smiles": "CCC.CSC",
  "e_tot_ha": -597.067701,
  "species": ["C", "C", "C", "H", "H", "H", "H", "H", "H", "H", "H", "C", "S", "C", "H", "H", "H", "H", "H", "H"],
  "coordinates": [[0.95, 0.55, -2.78], [0.00, -0.64, -2.83], [0.58, -1.90, -2.18], [0.39, 1.49, -2.85], [1.54, 0.56, -1.87], [1.65, 0.58, -3.62], [-0.25, -0.94, -3.84], [-0.97, -0.37, -2.40], [-0.11, -2.73, -2.29], [0.79, -1.75, -1.12], [1.48, -2.23, -2.70], [0.27, -0.22, 3.08], [-0.44, 1.11, 2.08], [-1.14, 0.11, 0.77], [0.30, 0.12, 4.11], [-0.44, -1.05, 3.06], [1.26, -0.53, 2.74], [-1.67, 0.69, 0.01], [-1.82, -0.64, 1.19], [-0.35, -0.42, 0.23]]
}